This record from the OMol25 dataset describes a 4-piece molecular cluster, C25H40NO5P overall at a distorted geometry. The level of theory is wB97M-V/def2-TZVPD.

```
! RIJCOSX wB97M-V def2-TZVPD def2/J DEFGRID3
* xyz 0 1
C -0.7578 -3.1049 0.5248
C -1.8009 -3.2307 1.3349
C -3.1135 -3.2833 2.2538
C -3.8638 -1.8679 2.4596
C -3.0690 -0.5854 1.8817
C -3.1756 -0.3868 0.2907
C -2.5947 0.7693 -0.3547
P -1.7064 2.2039 0.5011
C -0.5584 1.6359 1.8996
C -0.4931 2.8960 -0.8347
C -1.0091 4.2686 -1.5115
C -2.7071 0.8680 -1.9837
O -2.9386 1.9499 -2.6152
C -2.5465 -0.5685 -2.7486
C -1.7483 -0.7429 -4.1382
C -0.5034 0.2725 -4.3280
C 0.8227 -0.5174 -3.8034
C 1.9562 0.4433 -3.1642
N 2.5466 -0.2832 -1.9855
C 2.5986 0.2041 -0.5799
C 3.3243 -0.9832 0.1565
C 3.6351 -2.1623 -0.8515
C 3.1097 -1.6205 -2.2334
C -3.1686 -1.7122 -2.1117
C -3.9232 -1.4411 -0.6893
O -5.0333 -2.0153 -0.4417
H -0.0164 -2.9539 -0.3536
H -2.7729 -3.7144 3.2845
H -3.8145 -4.0830 1.7906
H -4.9693 -1.9355 2.1010
H -3.9402 -1.7035 3.6144
H -1.9799 -0.6712 2.2784
H -3.5499 0.3495 2.3943
H -1.2515 1.3030 2.7782
H 0.1989 0.8175 1.6174
H -0.0260 2.5979 2.2945
H 0.4938 3.1462 -0.2590
H -0.2229 2.0593 -1.5794
H -2.1662 4.2885 -1.5866
H -0.5657 5.2203 -1.0350
H -0.6224 4.2587 -2.6137
H -1.3960 -1.8498 -4.2471
H -2.4685 -0.5563 -5.0279
H -0.3359 0.5012 -5.4608
H -0.5954 1.2508 -3.7308
H 1.3406 -1.1450 -4.6389
H 0.4587 -1.2147 -2.9436
H 1.5659 1.4917 -2.8527
H 2.8080 0.6521 -3.9369
H 2.2127 1.2070 -0.1672
H 3.5699 -1.0220 1.2935
H 4.1388 -3.1845 -0.6759
H 3.0984 -2.1180 -3.2675
H -3.1493 -2.7826 -2.5222
C 1.5615 3.4583 5.1786
O 2.2296 2.5969 4.2698
H 0.5542 3.6526 4.8070
H 1.4986 2.9808 6.1596
H 2.1065 4.4023 5.2568
H 3.1168 2.4425 4.6231
C 1.8193 0.8422 8.5001
O 1.4943 1.9891 9.2693
H 2.3975 1.1534 7.6289
H 2.4161 0.1531 9.1030
H 0.9010 0.3510 8.1685
H 0.9836 1.6856 10.0327
C 3.4646 -2.5898 -6.2495
O 2.3733 -3.0826 -5.4865
H 3.2977 -1.5329 -6.4628
H 4.3912 -2.7020 -5.6809
H 3.5345 -3.1417 -7.1899
H 2.5470 -4.0185 -5.3123
*
```

Electronic energy: -1748.38642 Ha
HOMO energy: -0.289 Ha
SMILES: C#CCCCC1=C(P(C)CC)C(=O)C(CCCCn2cccc2)=CC1=O.CO.CO.CO